# 1
Formula: C36H35FN11O4ReS
Source: the OMol25 dataset
Level of theory: the ωB97M-V functional and the def2-TZVPD basis

The value obtained for the HOMO energy (spin up / spin down) is -0.362 / -0.363 hartree. As for the energy above the lowest of the compared OMol25 structures with the same formula, charge and spin: 1.155 eV. The calculation puts the molar mass at 923.021 g mol⁻¹. Its frontier orbital gap (spin up / spin down) is 6.6615 / 5.6477 eV. The spin multiplicity is 4. The expectation value of S² is 3.77. As for the net charge: +1. The calculation puts the total energy at -78160.267 eV.

Last column: Mulliken charge in e.
Geometry (Å):
Re  0.025  0.019  0.085  0.740
S  2.576  0.244  -2.459  -0.388
F  3.643  2.566  5.253  -0.390
O  2.664  0.467  6.810  -0.630
O  2.875  1.501  0.724  -0.503
O  3.053  -2.394  3.314  -0.622
O  1.873  -0.487  0.450  -0.238
N  1.194  0.932  -4.579  -0.027
N  0.400  -2.792  -1.072  0.638
N  -0.516  -1.432  1.365  0.618
N  -0.106  -1.553  -1.304  -0.041
N  0.292  1.717  -2.673  -1.583
N  0.211  1.710  -1.333  1.074
N  2.963  -0.946  5.055  0.032
N  0.132  1.747  1.316  0.852
N  3.734  -0.234  2.984  0.199
N  -2.079  0.371  0.107  0.019
N  -2.784  0.248  1.257  0.402
C  0.222  -5.607  1.321  0.108
C  0.245  -3.455  0.193  0.417
C  0.270  2.950  3.364  -1.534
C  0.657  -3.387  -2.249  0.047
C  0.293  -2.542  -3.268  -1.650
C  2.858  0.301  0.832  0.724
C  -0.959  -0.525  4.942  -1.005
C  -1.025  0.741  -5.695  -0.870
C  1.296  0.991  -3.226  -0.168
C  -0.459  -4.998  2.373  -1.265
C  -0.456  4.053  1.371  -1.184
C  -0.175  -1.408  -2.629  -0.163
C  -2.161  -0.056  2.507  -0.131
C  3.872  1.038  3.507  -0.123
C  3.538  1.325  4.768  0.280
C  -2.068  0.326  4.889  0.107
C  -0.323  -2.817  1.300  2.207
C  -1.056  -0.901  2.554  -0.658
C  -0.215  4.087  2.731  -0.899
C  0.530  -7.077  1.327  -1.660
C  -0.224  2.821  -0.796  1.296
C  -0.726  -3.649  2.355  -0.845
C  -4.079  0.530  1.030  -0.017
C  -4.224  0.856  -0.299  -1.495
C  -0.556  4.043  -1.583  -1.876
C  3.250  -1.281  3.742  0.397
C  -2.566  1.016  6.126  -1.594
C  3.026  0.301  5.671  0.392
C  0.533  -4.817  0.231  -1.065
C  -2.942  0.747  -0.833  -0.222
C  0.202  1.595  -5.406  -0.191
C  -2.653  0.558  3.655  -0.767
C  -0.223  2.876  0.663  0.745
C  3.974  -0.456  1.552  -1.531
C  0.414  1.800  2.624  -0.484
C  -0.461  -1.119  3.800  0.197
H  -0.738  -0.241  -6.072  0.232
H  -0.792  4.934  0.849  0.617
H  0.528  2.944  4.413  0.728
H  -0.536  -0.486  -3.046  0.624
H  -3.486  1.244  3.579  0.578
H  2.650  -1.714  5.637  0.271
H  -2.528  0.351  6.987  0.411
H  -1.656  1.216  -6.445  0.406
H  1.008  -5.290  -0.614  0.294
H  -4.803  0.460  1.822  0.562
H  -0.471  -0.707  5.893  0.446
H  3.914  -1.527  1.378  0.393
H  -0.781  -5.587  3.221  0.425
H  0.779  0.891  3.072  0.822
H  -1.625  0.603  -4.795  0.097
H  4.224  1.796  2.823  0.474
H  -0.328  -7.654  0.977  0.312
H  1.373  -7.308  0.679  0.391
H  -2.597  0.903  -1.842  0.583
H  4.951  -0.070  1.266  0.360
H  0.385  -2.712  -4.324  0.469
H  -0.094  2.514  -4.904  0.046
H  1.949  0.431  -5.022  0.262
H  0.694  1.871  -6.340  0.459
H  -0.284  3.901  -2.624  0.286
H  -0.026  4.911  -1.195  0.456
H  -5.130  1.120  -0.810  0.470
H  -1.627  4.251  -1.523  0.351
H  -0.378  4.999  3.287  0.468
H  1.064  -4.377  -2.301  0.468
H  -1.946  1.883  6.360  0.271
H  0.769  -7.421  2.331  0.406
H  0.400  -1.770  3.843  1.075
H  -1.255  -3.219  3.191  0.413
H  -3.591  1.363  6.004  0.401

=====

# 2
Formula: C36H35N10S2Sn
Source: the OMol25 dataset
Level of theory: the ωB97M-V functional and the def2-TZVPD basis

The value obtained for the HOMO energy is -0.354 hartree. As for the energy above the lowest of the compared OMol25 structures with the same formula, charge and spin: 0.000 eV. The calculation puts the molar mass at 790.591 g mol⁻¹. Its frontier orbital gap is 7.1584 eV. As for the net charge: +1. The calculation puts the total energy at -80298.541 eV.

Last column: Mulliken charge in e.
Geometry (Å):
Sn  -1.022  0.368  -0.965  1.539
S  -0.905  0.903  -3.657  -0.486
S  4.026  -4.013  2.543  -0.085
N  -0.822  -1.827  -3.373  -1.739
N  1.270  -1.262  0.185  0.551
N  -3.021  1.819  -1.272  0.709
N  -3.206  -1.101  -0.179  0.633
N  0.374  -1.001  -5.076  -0.451
N  -1.268  2.772  0.638  1.006
N  1.600  1.590  -1.098  0.794
N  6.978  -2.436  -0.572  -0.588
N  -1.234  0.046  2.004  0.750
N  -1.645  -1.605  -2.322  1.134
C  4.152  2.521  -1.743  -0.495
C  3.785  1.213  -2.022  -1.173
C  -4.438  3.700  -1.027  -0.920
C  1.247  -2.583  -0.016  -0.416
C  -3.254  3.040  -0.788  0.584
C  -4.874  -1.810  1.383  -0.924
C  1.951  -0.795  1.231  0.268
C  0.107  3.274  0.864  -0.484
C  -0.933  -1.052  2.700  -0.400
C  -1.869  2.386  1.915  -1.077
C  -0.723  0.130  4.742  -0.593
C  1.938  2.853  -0.906  0.061
C  -5.187  1.818  -2.295  -1.166
C  3.202  3.342  -1.178  -0.996
C  5.256  -3.981  0.093  -0.167
C  2.781  -2.982  1.775  -0.139
C  -4.011  -0.871  0.851  -0.151
C  2.498  0.811  -1.694  -0.214
C  -0.441  -0.741  -4.024  0.633
C  -0.661  -1.068  4.066  -0.965
C  -2.377  -2.554  -1.901  -1.037
C  -4.908  -3.089  0.830  -0.511
C  6.933  -1.927  0.647  -0.475
C  2.002  -3.473  0.739  -0.991
C  6.062  -2.380  1.652  -0.139
C  0.842  3.755  -0.400  -0.717
C  -3.952  1.250  -2.025  -0.133
C  6.148  -3.451  -0.843  -0.514
C  2.728  -1.602  2.047  -1.095
C  -1.315  1.201  2.687  -0.011
C  -2.135  3.701  -0.039  -1.619
C  -4.069  -3.342  -0.237  -0.899
C  -1.032  1.293  4.038  -0.968
C  -5.419  3.091  -1.805  -0.502
C  5.228  -3.421  1.361  0.393
C  -3.239  -2.332  -0.717  1.055
H  4.584  -4.796  -0.163  0.375
H  2.156  -0.197  -1.899  0.445
H  -0.477  -2.014  4.568  0.483
H  2.000  -4.515  0.520  0.654
H  -5.535  -1.543  2.217  0.448
H  0.410  -1.962  -5.368  0.259
H  -0.537  0.152  5.826  0.407
H  -1.550  4.274  -0.724  0.644
H  -3.939  0.120  1.266  0.135
H  6.039  -1.927  2.642  0.415
H  -4.596  4.724  -0.693  0.474
H  5.171  2.871  -1.908  0.404
H  6.243  -3.864  -1.838  0.401
H  -3.708  0.290  -2.453  0.363
H  4.470  0.521  -2.491  0.501
H  -2.937  2.207  1.680  0.446
H  -5.910  1.299  -2.905  0.487
H  0.639  -2.937  -0.831  0.428
H  -1.102  2.259  4.538  0.485
H  1.214  4.768  -0.297  0.294
H  3.435  4.366  -0.918  0.451
H  -6.334  3.609  -2.091  0.406
H  -3.992  -4.329  -0.672  0.460
H  1.911  0.274  1.337  0.112
H  0.056  4.094  1.585  0.420
H  0.639  -0.254  -5.711  0.229
H  -2.427  -3.521  -2.389  0.295
H  -5.523  -3.881  1.249  0.425
H  7.621  -1.108  0.779  0.415
H  -2.537  4.418  0.670  0.371
H  -0.878  -1.957  2.112  0.459
H  0.665  2.470  1.356  0.307
H  0.120  3.850  -1.212  0.310
H  3.334  -1.206  2.844  0.572
H  -1.870  3.269  2.560  0.349